# 1
# C25H50AlCl14FNO

A structure of composition C25H50AlCl14FNO in a non-equilibrium geometry (ωB97M-V with the def2-TZVPD basis set, the Open Molecules 2025 dataset).

Last column: Löwdin charge in e.
Element x y z (Å)
C: 2.89745 0.80376 2.16467  -0.1432
C: 1.90628 -0.30898 2.36011  -0.1707
Al: 2.19721 -2.07598 1.27719  0.2807
C: 3.07691 -1.46040 -0.51824  -0.2214
C: 2.07527 -0.25928 -1.10300  -0.2473
N: 1.03281 -0.51693 -2.00190  -0.0203
C: 0.42627 -2.99585 0.75345  -0.2667
C: -0.13546 -4.04957 1.92421  -0.2233
C: -0.41054 -3.16162 3.28002  -0.2783
O: -1.73858 -3.48006 3.82936  -0.2746
C: -2.68647 -2.35366 3.66431  -0.1303
C: 3.43529 -3.23603 2.43189  -0.3165
F: 4.44320 -2.35160 3.07821  -0.1736
C: 4.20233 -4.44583 1.63434  -0.2319
C: 4.92481 -5.38216 2.81579  -0.1576
H: 2.91570 1.69494 2.95866  0.0344
H: 3.70808 0.81217 1.29686  -0.0852
H: 1.02906 -0.18420 3.12543  -0.0153
H: 3.05880 -2.32282 -1.33921  0.0686
H: 4.15604 -1.04796 -0.32727  -0.0026
H: 2.17682 0.87882 -0.77664  0.1083
H: 1.05715 -1.55206 -2.18139  0.0127
H: 0.67568 -3.68552 -0.17575  0.0526
H: -0.41761 -2.24621 0.43732  0.0603
H: -1.09101 -4.54658 1.45963  0.1021
H: 0.70985 -4.86021 2.04336  0.0949
H: 0.39186 -3.42265 4.11194  0.0947
H: -0.24549 -2.03489 3.00351  0.0705
H: -3.72764 -2.83879 3.35986  0.0904
H: -2.37863 -1.65062 2.75212  0.1095
H: -2.78945 -1.67216 4.61610  0.0891
H: 2.78129 -3.73966 3.27891  0.0930
H: 3.47892 -5.14907 1.01148  0.1092
H: 5.04099 -3.95546 0.94323  0.1122
H: 4.54124 -4.97633 3.87021  0.0754
H: 4.59842 -6.50623 2.77049  0.0587
H: 6.09132 -5.26265 2.83559  0.0647
Cl: 0.83884 2.92446 -5.25556  0.5316
C: 0.12859 1.35884 -4.78896  -0.6641
C: -0.47100 0.62316 -5.97619  -0.6503
Cl: -1.92829 1.43387 -6.60415  0.5346
H: -0.61820 1.54394 -4.01032  0.0652
H: 0.93570 0.76352 -4.35125  0.0489
H: -0.77421 -0.38410 -5.67554  0.0753
H: 0.24685 0.53105 -6.79762  0.0675
Cl: -5.84734 -2.98660 5.95862  0.5270
C: -4.74287 -4.38306 6.01669  -0.6707
C: -5.35323 -5.56852 6.74635  -0.6667
Cl: -5.53574 -5.26273 8.49234  0.5221
H: -3.80927 -4.05762 6.48650  0.0754
H: -4.52438 -4.65656 4.97992  0.0679
H: -4.70363 -6.44293 6.64465  0.0725
H: -6.33725 -5.82730 6.34232  0.0675
Cl: 0.48251 -1.19838 5.59108  0.6274
C: 0.83750 0.20943 6.62325  -0.6425
C: 1.92898 1.09052 6.03790  -0.6636
Cl: 3.52302 0.29450 6.06458  0.5436
H: 1.10700 -0.15899 7.61817  0.0649
H: -0.09273 0.77882 6.71206  0.0693
H: 2.02343 2.00734 6.62732  0.0672
H: 1.70769 1.37272 5.00354  0.0470
Cl: -0.68005 7.43414 -7.55641  0.5251
C: 0.04457 6.58139 -6.17038  -0.6721
C: -0.40194 7.16447 -4.83963  -0.7310
Cl: 0.26083 8.79529 -4.56315  0.5227
H: 1.13296 6.61743 -6.28149  0.0721
H: -0.27011 5.53585 -6.24291  0.0369
H: -0.04548 6.53492 -4.01895  0.0380
H: -1.49293 7.22543 -4.77208  0.0344
Cl: -6.90834 -1.26235 -5.50762  0.5314
C: -6.76760 0.35489 -6.24116  -0.6690
C: -5.59866 1.14351 -5.67377  -0.6804
Cl: -5.86373 1.61115 -3.97485  0.5290
H: -7.71732 0.87847 -6.09235  0.0667
H: -6.62768 0.20342 -7.31582  0.0709
H: -5.46507 2.07021 -6.23971  0.0716
H: -4.66478 0.57475 -5.72761  0.0372
Cl: -2.07670 4.74247 -3.42549  0.5884
C: -3.13082 5.10694 -2.03649  -0.6370
C: -3.58588 6.55714 -2.02537  -0.6546
Cl: -2.24570 7.68040 -1.68261  0.5542
H: -2.58821 4.84762 -1.12185  0.0759
H: -3.99867 4.44519 -2.11611  0.0687
H: -4.33277 6.70696 -1.24011  0.0706
H: -4.03493 6.84596 -2.98111  0.0702
Cl: 5.08799 3.30423 -2.41274  0.5311
C: 6.19246 1.90777 -2.35468  -0.6661
C: 5.58210 0.72231 -1.62501  -0.6339
Cl: 5.39958 1.02810 0.12098  0.6420
H: 7.12605 2.23322 -1.88487  0.0650
H: 6.41094 1.63428 -3.39145  0.0690
H: 6.23169 -0.15210 -1.72671  0.0794
H: 4.59807 0.46353 -2.02904  0.0538

HOMO-LUMO gap = 7.1 eV
spin multiplicity = 1
charge = -1

---

# 2
# H3O5

The ion H3O5 with charge +1 in a non-equilibrium geometry (ωB97M-V with the def2-TZVPD basis set, the Open Molecules 2025 dataset).

Last column: Mulliken spin population.
Element x y z (Å)
O: -2.05544 0.28474 0.24333  1.1905
O: 0.67597 -1.35506 -0.26630  0.0153
O: 1.23075 0.71432 0.19965  0.0778
O: -0.77913 0.27305 -0.51401  0.6555
O: 0.23294 -0.21591 0.30804  0.0640
H: -2.38661 1.31905 0.22212  -0.0051
H: 1.32365 -1.73333 0.45075  0.0059
H: 1.75787 0.71314 -0.64357  -0.0039

HOMO-LUMO gap (alpha / beta) = 9.8 / 9.0 eV
⟨S²⟩ = 2.015
spin multiplicity = 3
charge = +1

---

# 3
# C13H36GaNO13P3

A structure of composition C13H36GaNO13P3 (ωB97M-V with the def2-TZVPD basis set, the Open Molecules 2025 dataset).

Last column: Löwdin charge in e.
Element x y z (Å)
N: -9.07749 -3.54418 -0.12306  0.0359
C: -9.37638 -2.33047 0.13662  -0.4007
C: -9.07297 -1.63647 1.40888  -0.3073
Ga: -7.05012 -1.69726 1.88965  0.3427
C: -6.21293 -0.29885 0.58148  -0.2749
C: -6.56152 1.03133 1.06284  -0.4459
O: -5.79624 1.95007 1.31331  -0.0522
H: -9.41459 -3.78770 -1.05155  0.0134
H: -9.92151 -1.75521 -0.62680  0.0867
H: -9.69138 -2.03503 2.21044  0.0367
H: -9.30892 -0.58085 1.26089  0.0185
H: -6.41782 -3.13623 1.63031  -0.1072
H: -6.79180 -1.15985 3.38550  -0.1052
H: -6.70350 -0.48203 -0.37807  0.0518
H: -5.13327 -0.39453 0.48607  0.0432
H: -7.64371 1.18456 1.25547  0.0937
C: -3.97995 2.34995 -1.61410  -0.0690
O: -3.63291 1.02652 -2.07187  -0.1996
P: -2.13550 0.66531 -2.38036  0.3284
O: -1.17598 1.76996 -2.26546  -0.2357
O: -2.17595 -0.01590 -3.81942  -0.2164
C: -2.47436 0.82602 -4.93368  -0.0987
O: -1.88375 -0.57868 -1.45247  -0.1919
C: -0.65977 -1.31002 -1.60049  -0.0766
H: -3.92862 3.05105 -2.44722  0.0838
H: -4.99282 2.29248 -1.22863  0.0758
H: -3.31618 2.67179 -0.81686  0.0906
H: -1.93724 1.77297 -4.86021  0.0837
H: -3.54829 1.01069 -4.98191  0.0883
H: -2.15606 0.30062 -5.83030  0.0841
H: 0.19685 -0.63547 -1.61904  0.0727
H: -0.68485 -1.90386 -2.51330  0.0891
H: -0.58251 -1.96752 -0.73995  0.0909
C: 5.72018 -1.57186 -1.00001  -0.0945
O: 5.42639 -0.24755 -1.46608  -0.2160
P: 4.26817 -0.03409 -2.52829  0.3250
O: 3.64867 -1.27008 -3.00721  -0.2258
O: 4.93071 0.86614 -3.65727  -0.2136
C: 5.89434 0.24829 -4.51482  -0.0927
O: 3.34917 0.99876 -1.78709  -0.2042
C: 2.24461 1.57604 -2.51597  -0.0767
H: 6.27668 -2.13259 -1.74957  0.0884
H: 6.33540 -1.45891 -0.11143  0.0749
H: 4.81000 -2.11154 -0.74794  0.0918
H: 5.55956 -0.74284 -4.82303  0.0861
H: 6.85500 0.17658 -4.00298  0.0869
H: 5.99784 0.88113 -5.39169  0.0861
H: 1.68143 0.80346 -3.03735  0.0799
H: 2.61562 2.31181 -3.22796  0.0879
H: 1.59269 2.05947 -1.79641  0.0843
C: 3.14902 1.95120 5.33128  -0.0810
O: 3.64160 0.65448 4.95167  -0.2029
P: 5.19272 0.42885 4.76416  0.3223
O: 6.02445 1.62019 4.94253  -0.2295
O: 5.33034 -0.28578 3.35538  -0.2121
C: 5.08890 0.50700 2.18326  -0.0683
O: 5.46475 -0.77328 5.74895  -0.2039
C: 6.76279 -1.38050 5.72267  -0.0910
H: 3.18598 2.63098 4.48202  0.0892
H: 2.11767 1.81009 5.64079  0.0893
H: 3.73015 2.36342 6.15283  0.0849
H: 5.55955 1.48623 2.27382  0.0916
H: 4.01660 0.62078 2.02442  0.0970
H: 5.52150 -0.01670 1.33952  0.0591
H: 7.54410 -0.62067 5.75276  0.0872
H: 6.87137 -1.99178 4.82748  0.0854
H: 6.83406 -2.00990 6.60488  0.0863

HOMO-LUMO gap = 6.9 eV
spin multiplicity = 1
charge = -1